The following is a DFT calculation (ωB97M-V/def2-TZVPD) of a molecular structure, C30H43BBrCaClN7O6.

CARTESIAN COORDINATES (ANGSTROEM)
Ca  0.32  0.44  -1.11
C  -1.51  -4.57  -0.67
C  -1.75  -3.16  -1.12
C  -2.60  -2.74  -2.11
C  -2.43  -1.35  -2.17
N  -1.55  -0.97  -1.26
N  -1.12  -2.08  -0.60
B  -0.21  -2.09  0.68
N  1.34  -1.91  0.48
N  2.01  -0.78  0.09
C  3.30  -1.06  0.12
C  3.50  -2.37  0.55
C  2.24  -2.88  0.76
C  1.91  -4.26  1.21
C  4.39  -0.08  -0.27
C  3.81  1.18  -0.91
C  5.34  -0.75  -1.26
C  5.18  0.31  0.99
N  -0.78  -1.12  1.71
N  -1.08  0.16  1.38
C  -1.80  0.65  2.38
C  -1.92  -0.31  3.40
C  -1.27  -1.42  2.93
C  -1.09  -2.75  3.58
C  -2.44  2.02  2.39
C  -1.70  2.92  3.40
C  -3.90  1.87  2.84
C  -2.42  2.68  1.02
C  -3.10  -0.36  -3.11
C  -4.23  -1.06  -3.86
C  -3.67  0.81  -2.31
C  -2.09  0.17  -4.12
H  -2.13  -5.24  -1.26
H  -0.47  -4.85  -0.81
H  -1.75  -4.71  0.38
H  -3.24  -3.36  -2.72
H  -0.30  -3.19  1.11
H  4.43  -2.90  0.67
H  2.84  -4.82  1.34
H  1.37  -4.27  2.16
H  1.31  -4.79  0.48
H  3.30  0.96  -1.85
H  3.12  1.68  -0.24
H  4.62  1.88  -1.13
H  4.80  -1.06  -2.16
H  6.13  -0.05  -1.55
H  5.81  -1.63  -0.83
H  4.54  0.84  1.70
H  5.57  -0.57  1.49
H  6.01  0.96  0.72
H  -2.43  -0.21  4.34
H  -1.54  -2.73  4.57
H  -1.57  -3.55  3.00
H  -0.04  -3.00  3.69
H  -1.73  2.50  4.40
H  -0.65  3.02  3.12
H  -2.15  3.91  3.43
H  -3.98  1.40  3.81
H  -4.38  2.85  2.89
H  -4.45  1.26  2.12
H  -1.41  2.96  0.73
H  -2.80  2.00  0.26
H  -3.04  3.57  1.03
H  -4.98  -1.46  -3.16
H  -4.73  -0.36  -4.52
H  -3.86  -1.89  -4.47
H  -4.36  0.46  -1.53
H  -2.88  1.38  -1.84
H  -4.21  1.48  -2.97
H  -1.61  -0.64  -4.67
H  -2.59  0.82  -4.84
H  -1.32  0.77  -3.65
O  3.03  -1.34  -3.76
Cl  1.64  -1.06  -3.63
O  0.98  -1.21  -4.88
O  1.47  0.33  -3.16
O  1.03  -1.89  -2.62
Br  1.89  1.14  2.84
C  1.66  2.71  1.80
C  2.16  3.90  2.33
C  1.95  5.06  1.59
C  1.25  4.97  0.39
C  0.81  3.73  -0.04
N  1.04  2.61  0.65
C  -0.06  3.63  -1.31
O  -0.40  4.68  -1.84
O  -0.37  2.45  -1.62
H  2.67  3.91  3.28
H  2.32  6.01  1.95
H  1.01  5.83  -0.21

Results
* HOMO energy: -6.214 eV
* gap between HOMO and LUMO: 8.597 eV
* charge: -1
* energy above the lowest of the compared OMol25 structures with the same formula, charge and spin: 2.2 kcal per mole
* LUMO: 2.383 eV

Mulliken population analysis, charges in e, atoms 1 to 4: Ca 2.39; C -1.46; C 0.81; C -1.16


The following is a DFT calculation (ωB97M-V/def2-TZVPD) of 3 unconnected molecules or ions with the total composition C6H14O3.

CARTESIAN COORDINATES (ANGSTROEM)
O  -0.10  -3.16  1.37
C  -0.36  -2.14  0.80
C  -0.75  -0.87  1.62
C  -0.26  0.44  0.90
C  -0.66  0.49  -0.55
C  0.06  -0.21  -1.39
C  -1.83  1.33  -1.07
H  -0.50  -2.10  -0.28
H  -1.84  -0.90  1.65
H  -0.22  -0.95  2.55
H  0.81  0.43  0.95
H  -0.60  1.26  1.44
H  -0.24  -0.46  -2.41
H  0.84  -0.96  -1.22
H  -1.50  2.06  -1.84
H  -2.28  1.79  -0.16
H  -2.63  0.72  -1.47
H  2.83  -1.72  1.38
H  1.96  -1.15  0.16
O  2.35  -0.90  1.04
H  1.66  2.37  -0.41
H  1.26  2.22  -1.80
O  2.00  2.43  -1.24

Results
* HOMO energy: -9.353 eV
* gap between HOMO and LUMO: 9.923 eV
* charge: 0
* energy above the lowest of the compared OMol25 structures with the same formula, charge and spin: 62.4 kcal per mole
* LUMO: 0.570 eV

natural (NBO) population analysis, charges in e, atoms 1 to 4: O -0.53; C 0.43; C -0.49; C -0.46


The following is a DFT calculation (ωB97M-V/def2-TZVPD) of a molecular structure, C21H22FN4SSiV.

CARTESIAN COORDINATES (ANGSTROEM)
V  -0.37  -1.51  -1.22
C  2.89  -1.22  -3.59
Si  2.38  -1.18  -1.82
C  3.70  -0.66  -0.64
C  1.67  -2.87  -1.25
N  0.88  -0.26  -1.61
C  0.49  1.09  -1.72
C  0.64  2.08  -0.84
C  -0.41  3.16  -1.05
C  -2.47  2.83  -2.65
C  -2.98  1.61  -2.58
C  -1.88  0.62  -2.37
F  -1.93  -0.55  -3.15
H  3.76  -1.87  -3.73
H  3.18  -0.22  -3.93
H  2.09  -1.57  -4.25
H  4.57  -1.31  -0.73
H  3.35  -0.69  0.40
H  4.03  0.36  -0.86
H  2.37  -3.62  -1.65
H  0.72  -3.31  -1.63
H  1.69  -2.99  -0.16
H  1.29  2.06  0.02
H  0.01  4.16  -1.01
H  -3.06  3.73  -2.75
H  -4.02  1.32  -2.62
N  -1.78  -0.31  2.44
C  -1.07  -0.93  3.52
C  -0.98  -0.29  4.74
C  -0.23  -0.87  5.75
C  0.44  -2.07  5.53
C  0.36  -2.69  4.29
C  -0.42  -2.13  3.30
S  -0.72  -2.96  1.76
N  -0.85  -1.58  0.73
C  -1.48  -0.51  1.17
C  -1.78  0.55  0.11
C  -2.00  1.93  0.54
C  -1.45  3.04  0.04
C  -0.97  2.86  -2.49
C  -0.59  1.39  -2.71
N  -1.76  0.02  -1.05
H  -2.33  0.50  2.69
H  -1.48  0.66  4.91
H  -0.16  -0.39  6.72
H  1.03  -2.52  6.32
H  0.88  -3.63  4.11
H  -2.67  2.05  1.39
H  -1.77  3.97  0.50
H  -0.48  3.53  -3.19
H  -0.33  1.15  -3.74

Results
* HOMO energy (spin up / spin down): -14.251 / -14.265 eV
* <S²>: 2.049
* gap between HOMO and LUMO (spin up / spin down): 6.587 / 6.574 eV
* charge: +2
* LUMO (spin up / spin down): -7.664 / -7.690 eV
* multiplicity: 3

natural (NBO) population analysis, charges in e, atoms 1 to 4: V 1.51; C -1.14; Si 1.77; C -1.14


The following is a DFT calculation (ωB97M-V/def2-TZVPD) of a molecular structure, C48H42BaFN6O2Te.

CARTESIAN COORDINATES (ANGSTROEM)
Ba  -0.13  0.32  -0.18
C  1.76  -1.39  4.51
C  2.50  -1.59  3.21
C  2.47  -2.83  2.56
C  3.09  -3.02  1.34
C  2.97  -4.33  0.60
C  3.79  -1.96  0.77
C  3.87  -0.72  1.41
C  4.66  0.40  0.78
C  3.21  -0.55  2.62
H  0.76  -1.83  4.46
H  1.65  -0.33  4.72
H  2.29  -1.85  5.34
H  1.92  -3.65  3.02
H  2.45  -5.08  1.20
H  3.96  -4.73  0.34
H  2.41  -4.19  -0.33
H  4.28  -2.10  -0.19
H  4.26  1.38  1.07
H  4.65  0.34  -0.30
H  5.70  0.37  1.11
H  3.23  0.41  3.11
C  -5.66  -0.17  -5.35
O  -6.84  -0.45  -4.62
C  -6.71  -1.23  -3.51
C  -5.52  -1.86  -3.13
C  -5.48  -2.61  -1.97
C  -6.61  -2.75  -1.18
C  -7.80  -2.18  -1.59
C  -7.85  -1.41  -2.74
N  -6.65  -3.65  -0.03
N  -5.74  -3.64  0.82
C  -4.81  -2.54  0.92
C  -5.20  -1.23  0.93
C  -4.27  -0.19  1.04
C  -2.91  -0.43  1.07
O  -2.02  0.53  1.01
C  -2.49  -1.81  1.13
N  -1.14  -2.06  1.20
C  -0.74  -3.31  1.22
C  -1.62  -4.41  1.16
C  -2.96  -4.18  1.09
C  -3.44  -2.85  1.08
H  -5.95  0.51  -6.14
H  -5.23  -1.07  -5.79
H  -4.91  0.32  -4.72
H  -4.62  -1.76  -3.72
H  -4.56  -3.09  -1.69
H  -8.69  -2.31  -0.98
H  -8.77  -0.93  -3.06
H  -6.26  -0.99  0.87
H  -4.60  0.84  1.07
H  0.33  -3.47  1.26
H  -1.22  -5.42  1.16
H  -3.67  -5.00  1.02
Te  -0.09  -2.43  -2.03
C  0.35  -2.09  -4.08
C  0.93  -3.09  -4.86
C  1.19  -2.89  -6.21
C  0.88  -1.69  -6.82
C  0.29  -0.68  -6.06
C  0.03  -0.88  -4.70
H  1.18  -4.04  -4.40
H  1.64  -3.69  -6.79
H  1.08  -1.53  -7.87
H  0.04  0.27  -6.51
H  -0.43  -0.09  -4.13
F  1.08  6.63  -3.02
C  0.89  5.40  -2.44
C  1.06  4.27  -3.21
C  0.87  3.03  -2.59
C  0.51  2.85  -1.24
C  0.36  4.07  -0.55
C  0.55  5.34  -1.11
H  1.33  4.37  -4.25
H  1.02  2.15  -3.23
H  0.08  4.05  0.51
H  0.41  6.25  -0.54
C  -0.25  3.59  4.07
C  -0.13  2.35  3.46
N  0.93  2.01  2.73
C  1.91  2.90  2.58
C  1.90  4.16  3.17
C  0.78  4.51  3.91
C  3.01  5.12  2.96
C  4.31  4.90  2.88
C  5.07  3.64  3.12
C  4.67  2.64  4.00
C  5.51  1.56  4.14
N  6.67  1.44  3.49
C  6.96  2.46  2.68
N  6.24  3.56  2.47
H  -1.13  3.84  4.64
H  -0.91  1.60  3.55
H  2.73  2.60  1.95
H  0.72  5.49  4.36
H  2.68  6.15  2.82
H  4.95  5.73  2.60
H  3.75  2.72  4.56
H  5.25  0.74  4.81
H  7.90  2.40  2.15

Results
* HOMO energy: -4.227 eV
* gap between HOMO and LUMO: 5.612 eV
* charge: -1
* LUMO: 1.385 eV

Mulliken population analysis, charges in e, atoms 1 to 4: Ba 1.64; C -1.72; C 0.01; C -0.25